11
Properties=species:S:1:pos:R:3:forces:R:3:mulliken_charge:R:1 method="wB97M-V/def2-TZVPD" multiplicity=1 relative_energy_kj_mol=205.2 e_lumo_ev=0.8050 e_tot_ev=-10353.0849 smiles="O=C1OC[C@@]12CO2"
O 1.754377 1.596903 -1.037183 -0.52 -0.83 0.22 -0.530
C 1.152924 0.898045 -0.282689 0.32 0.44 -0.73 0.465
O 1.120264 1.027973 1.073441 0.05 0.03 0.18 -0.321
C 0.282586 -0.138301 1.266825 -0.20 -0.17 0.26 -0.365
C 0.087138 -0.237856 -0.222441 -0.27 0.10 0.33 0.619
C -1.154734 -0.376517 -0.988809 -0.11 0.20 -0.18 -0.361
O -0.214663 -1.444546 -0.853976 0.42 0.10 -0.31 -0.471
H -0.605920 0.065742 1.860580 0.12 0.13 0.11 0.274
H 0.879147 -0.954041 1.682921 -0.20 0.04 -0.02 0.233
H -1.170253 0.019162 -2.001074 -0.07 0.17 0.15 0.242
H -2.130866 -0.456563 -0.497595 0.46 -0.22 0.00 0.217